An isolated molecule of C2H6N2O2 at a distorted geometry, computed with wB97M-V/def2-TZVPD.

Properties
* ΔE to the lowest compared entry with this formula, charge and spin: 117.8 kcal/mol
* molecular weight: 90.08 g mol⁻¹
* Kohn-Sham gap: 0.37666 Eh
* structure (SMILES): C/C=N/N(O)O

Each line ends with the Löwdin charge.
Atoms and positions in Å:
1 C 1.582 1.448 0.262  -0.073
2 C 0.487 0.453 0.369  -0.266
3 N -0.170 0.006 -0.596  0.099
4 N -1.309 -0.918 0.018  -0.251
5 O -0.976 -2.235 -0.394  -0.053
6 O -2.518 -0.625 -0.559  -0.025
7 H 1.298 2.355 0.794  0.079
8 H 2.478 1.054 0.734  0.074
9 H 1.788 1.673 -0.780  0.076
10 H 0.150 0.135 1.384  0.125
11 H -0.375 -2.596 0.297  0.108
12 H -2.435 -0.751 -1.530  0.107


A structure of composition C16H32O5Si2V at a distorted geometry, computed with wB97M-V/def2-TZVPD.

Properties
* molecular weight: 411.54 g mol⁻¹
* charge: +1
* Kohn-Sham gap: 0.07256 Eh

Each line ends with the Löwdin charge.
Atoms and positions in Å:
1 C -3.278 -3.929 -0.988  0.094
2 C -2.859 -2.965 -0.431  -0.229
3 C -2.735 -1.745 0.376  -0.226
4 Si -3.007 -0.146 -0.617  0.493
5 C -2.727 1.258 0.626  -0.205
6 C -1.555 2.202 0.251  -0.232
7 C -0.196 1.642 0.729  -0.206
8 C 0.364 2.317 1.995  -0.196
9 C 0.479 1.384 3.198  -0.189
10 C 1.512 0.249 3.028  -0.186
11 C 2.904 0.740 2.614  -0.174
12 C 3.725 -0.286 1.820  -0.218
13 C 2.974 -1.030 0.698  -0.236
14 C 2.751 -2.505 1.146  -0.083
15 C -1.687 -0.068 -1.965  -0.209
16 O -1.907 0.991 -2.919  -0.086
17 C -0.768 1.278 -3.614  -0.537
18 C -0.696 0.906 -5.070  0.028
19 O 0.149 1.825 -3.081  0.124
20 O -4.565 0.036 -1.164  -0.372
21 Si -4.979 -0.745 -2.594  0.563
22 H -3.669 -4.791 -1.466  0.032
23 H -3.397 -1.764 1.241  0.096
24 H -1.708 -1.748 0.762  0.074
25 H -2.513 0.822 1.608  0.072
26 H -3.673 1.792 0.736  0.081
27 H -1.578 2.430 -0.813  0.090
28 H -1.751 3.146 0.766  0.101
29 H -0.341 0.568 0.900  0.083
30 H 0.484 1.714 -0.125  0.102
31 H 1.291 2.832 1.739  0.097
32 H -0.332 3.111 2.276  0.108
33 H -0.495 0.900 3.318  0.113
34 H 0.647 1.943 4.119  0.114
35 H 1.070 -0.485 2.356  0.089
36 H 1.585 -0.244 4.000  0.118
37 H 3.454 0.933 3.539  0.119
38 H 2.911 1.680 2.067  0.104
39 H 4.546 0.313 1.315  0.078
40 H 4.253 -0.995 2.460  0.103
41 H 3.480 -0.998 -0.266  0.092
42 H 1.972 -0.638 0.540  0.086
43 H 1.746 -2.856 0.922  0.076
44 H 3.505 -3.164 0.717  0.069
45 H 2.864 -2.589 2.228  0.073
46 H -0.708 0.078 -1.495  0.085
47 H -1.641 -1.018 -2.513  0.093
48 H -1.233 1.613 -5.700  0.096
49 H 0.348 0.934 -5.366  0.086
50 H -1.072 -0.099 -5.262  0.088
51 H -5.124 0.188 -3.722  -0.057
52 H -6.290 -1.385 -2.365  -0.059
53 H -4.038 -1.837 -2.902  -0.053
54 O 6.649 -2.083 -0.082  -0.256
55 V 6.932 -0.503 0.227  1.342
56 O 7.926 0.791 0.200  -0.255


An isolated molecule of CH3NS at a distorted geometry, computed with wB97M-V/def2-TZVPD.

Properties
* ΔE to the lowest compared entry with this formula, charge and spin: 28.4 kcal/mol
* molecular weight: 61.11 g mol⁻¹
* Kohn-Sham gap: 0.32314 Eh
* structure (SMILES): NC=S

Each line ends with the Löwdin charge.
Atoms and positions in Å:
1 N -0.606 -0.243 -0.131  -0.065
2 C 0.531 0.423 -0.130  -0.840
3 S 2.093 -0.171 -0.052  0.519
4 H -0.665 -1.363 -0.060  0.148
5 H -1.662 -0.107 0.338  0.191
6 H 0.308 1.462 0.034  0.047


A cluster of 8 separate species, C22H63N3O8 in total at a distorted geometry, computed with wB97M-V/def2-TZVPD.

Properties
* ΔE to the lowest compared entry with this formula, charge and spin: 95.4 kcal/mol
* molecular weight: 497.76 g mol⁻¹
* Kohn-Sham gap: 0.34481 Eh
* structure (SMILES): COC[C@H](C)N.COC[C@H](C)N.COC[C@H](C)N.CCO.CCO.CCO.CCO.CCO

Each line ends with the Löwdin charge.
Atoms and positions in Å:
1 C 4.726 -7.856 9.138  -0.156
2 O 4.349 -6.939 8.204  -0.177
3 C 3.029 -6.386 8.317  -0.151
4 C 2.926 -4.956 7.666  -0.421
5 C 3.157 -4.908 6.184  -0.087
6 N 3.723 -3.912 8.337  0.018
7 H 5.814 -7.843 9.203  0.086
8 H 4.542 -8.875 8.797  0.084
9 H 4.369 -7.715 10.158  0.090
10 H 2.252 -7.033 7.909  0.122
11 H 2.793 -6.167 9.358  0.114
12 H 1.936 -4.537 7.844  0.127
13 H 4.086 -5.425 5.946  0.077
14 H 3.229 -3.954 5.661  0.074
15 H 2.337 -5.439 5.701  0.074
16 H 4.717 -4.091 8.346  0.063
17 H 3.626 -2.987 7.944  0.063
18 C -2.375 1.376 8.910  -0.122
19 O -1.628 2.106 7.916  -0.195
20 C -0.519 2.815 8.609  -0.168
21 C 0.148 3.661 7.508  -0.411
22 C 0.694 2.744 6.291  -0.047
23 N 1.357 4.340 7.947  0.013
24 H -1.753 0.618 9.385  0.081
25 H -3.243 0.824 8.547  0.079
26 H -2.846 2.000 9.670  0.079
27 H -0.822 3.485 9.414  0.117
28 H 0.164 2.064 9.004  0.120
29 H -0.487 4.445 7.096  0.134
30 H -0.147 2.147 5.938  0.057
31 H 1.478 2.050 6.595  0.069
32 H 0.985 3.359 5.439  0.068
33 H 1.901 3.582 8.334  0.062
34 H 1.118 4.955 8.712  0.064
35 C 2.125 5.127 -10.297  -0.146
36 O 1.179 4.133 -10.183  -0.173
37 C 1.550 2.943 -9.448  -0.200
38 C 0.383 2.235 -8.787  -0.396
39 C 0.697 0.858 -8.069  -0.061
40 N -0.624 1.916 -9.818  0.027
41 H 1.808 5.979 -10.899  0.089
42 H 3.113 4.791 -10.612  0.083
43 H 2.269 5.490 -9.279  0.081
44 H 2.001 2.217 -10.125  0.120
45 H 2.382 3.034 -8.750  0.120
46 H -0.029 2.973 -8.100  0.136
47 H -0.169 0.350 -7.646  0.070
48 H 1.471 1.023 -7.320  0.065
49 H 1.099 0.073 -8.709  0.068
50 H -0.354 1.023 -10.205  0.057
51 H -1.404 1.522 -9.311  0.060
52 C -0.983 5.783 -4.106  -0.093
53 C -0.624 6.969 -4.898  -0.378
54 O -1.258 6.880 -6.146  -0.068
55 H -0.660 6.031 -3.095  0.079
56 H -0.337 4.961 -4.416  0.077
57 H -2.029 5.486 -4.176  0.085
58 H 0.460 7.032 -4.989  0.108
59 H -0.874 7.941 -4.473  0.109
60 H -1.047 7.717 -6.567  0.081
61 C 3.908 -4.851 -4.125  -0.097
62 C 5.089 -4.264 -3.376  -0.345
63 O 5.010 -4.647 -2.036  -0.071
64 H 2.943 -4.523 -3.739  0.072
65 H 3.895 -5.938 -4.209  0.072
66 H 4.015 -4.484 -5.145  0.069
67 H 5.076 -3.191 -3.571  0.105
68 H 6.021 -4.642 -3.795  0.110
69 H 5.809 -5.077 -1.722  0.085
70 C -5.638 -2.063 -5.041  -0.078
71 C -5.470 -0.566 -5.185  -0.380
72 O -5.475 -0.150 -6.503  -0.068
73 H -6.677 -2.313 -5.256  0.074
74 H -5.352 -2.389 -4.041  0.070
75 H -4.876 -2.492 -5.692  0.078
76 H -4.545 -0.187 -4.749  0.110
77 H -6.149 0.098 -4.650  0.109
78 H -6.367 -0.326 -6.812  0.085
79 C -6.158 1.047 2.371  -0.108
80 C -6.827 1.316 1.096  -0.371
81 O -6.501 2.581 0.588  -0.062
82 H -6.175 1.911 3.035  0.077
83 H -5.094 0.902 2.188  0.078
84 H -6.523 0.155 2.880  0.080
85 H -7.905 1.165 1.158  0.107
86 H -6.579 0.527 0.387  0.114
87 H -6.769 3.308 1.155  0.086
88 C -0.265 -2.060 0.128  -0.082
89 C 0.072 -0.959 -0.906  -0.307
90 O 1.449 -0.511 -0.924  -0.103
91 H -1.235 -2.419 -0.216  0.064
92 H -0.442 -1.533 1.066  0.074
93 H 0.455 -2.843 -0.107  0.076
94 H -0.439 -0.010 -0.744  0.111
95 H -0.123 -1.431 -1.869  0.098
96 H 2.057 -1.182 -1.243  0.068


A cluster of 2 separate species, C4H10N2O2 in total at a distorted geometry, computed with wB97M-V/def2-TZVPD.

Properties
* ΔE to the lowest compared entry with this formula, charge and spin: 135.7 kcal/mol
* molecular weight: 118.14 g mol⁻¹
* Kohn-Sham gap: 0.28854 Eh

Each line ends with the Löwdin charge.
Atoms and positions in Å:
1 C -1.834 -0.237 -0.766  0.032
2 C 0.291 1.509 -0.658  -0.019
3 C -0.344 0.607 0.385  -0.484
4 O -0.940 0.971 1.399  0.016
5 H -0.419 2.299 -0.900  0.090
6 H -1.738 -0.585 -1.792  0.053
7 H -2.455 -0.861 -0.138  0.058
8 H -2.231 0.777 -0.795  0.060
9 H 1.192 1.951 -0.228  0.092
10 H 0.577 0.975 -1.559  0.083
11 C 0.640 -0.763 0.666  -0.662
12 N 1.994 -0.627 0.215  0.107
13 O 0.537 -1.074 2.010  0.026
14 N -0.208 -1.440 -0.184  0.188
15 H -0.179 -0.508 2.362  0.090
16 H 2.427 -1.547 0.225  0.089
17 H 2.506 -0.061 0.883  0.094
18 H 0.185 -1.387 -1.125  0.087


A cluster of 2 separate species, C2H3BrFI in total at a distorted geometry, computed with wB97M-V/def2-TZVPD.

Properties
* ΔE to the lowest compared entry with this formula, charge and spin: 58.9 kcal/mol
* molecular weight: 252.85 g mol⁻¹
* Kohn-Sham gap: 0.33201 Eh

Each line ends with the Löwdin charge.
Atoms and positions in Å:
1 C 0.588 0.141 0.574  -0.638
2 C -0.958 1.500 -0.319  -0.669
3 F -1.085 2.685 0.276  -0.087
4 Br -2.532 0.461 0.017  0.650
5 I 2.570 0.386 -0.021  0.736
6 H 0.532 0.247 1.613  -0.043
7 H 0.011 -0.738 0.275  -0.028
8 H -0.916 1.750 -1.419  0.079


A structure of composition C36H45N11Pd at a distorted geometry, computed with wB97M-V/def2-TZVPD.

Properties
* molecular weight: 738.25 g mol⁻¹
* Kohn-Sham gap: 0.22587 Eh

Each line ends with the Löwdin charge.
Atoms and positions in Å:
1 Pd 0.251 -0.514 0.710  0.267
2 C 0.873 1.596 3.320  -0.152
3 N 0.606 0.175 3.482  -0.069
4 C 1.771 -0.590 3.870  -0.167
5 C 1.716 -1.986 3.320  -0.286
6 N 1.219 -2.344 2.170  0.149
7 C 1.456 -3.715 2.078  -0.213
8 C 1.130 -4.611 1.062  -0.024
9 C 1.486 -5.938 1.228  -0.094
10 C 2.154 -6.377 2.384  -0.101
11 C 2.482 -5.500 3.402  -0.027
12 C 2.120 -4.169 3.219  -0.192
13 N 2.266 -3.037 4.005  0.157
14 C 1.904 1.903 2.261  -0.310
15 N 1.866 1.437 1.046  0.163
16 C 3.004 1.943 0.421  -0.206
17 C 3.447 1.779 -0.890  -0.017
18 C 4.614 2.418 -1.267  -0.091
19 C 5.337 3.215 -0.361  -0.102
20 C 4.907 3.392 0.943  -0.028
21 C 3.729 2.742 1.307  -0.192
22 N 3.005 2.689 2.487  0.159
23 H 1.183 2.044 4.268  0.115
24 H -0.063 2.069 3.022  0.116
25 H 0.276 -0.185 2.520  0.030
26 H 1.845 -0.651 4.960  0.116
27 H 2.718 -0.151 3.516  0.125
28 H 0.612 -4.266 0.174  0.098
29 H 1.247 -6.656 0.453  0.097
30 H 2.416 -7.424 2.480  0.098
31 H 2.999 -5.837 4.292  0.106
32 H 2.727 -2.980 4.894  0.157
33 H 2.876 1.169 -1.582  0.092
34 H 4.982 2.310 -2.281  0.097
35 H 6.248 3.701 -0.691  0.097
36 H 5.463 4.009 1.639  0.104
37 H 3.207 3.185 3.336  0.154
38 C -5.487 -0.122 0.758  -0.077
39 N -4.389 -0.001 -0.180  -0.171
40 C -4.463 1.114 -1.101  -0.050
41 C -3.145 -0.543 0.156  -0.353
42 N -2.058 0.141 0.203  0.107
43 C -2.092 1.529 0.319  -0.246
44 C -2.862 2.105 1.310  -0.059
45 C -2.959 3.502 1.456  -0.091
46 C -2.279 4.326 0.611  -0.061
47 C -1.426 3.784 -0.388  -0.163
48 C -0.684 4.668 -1.213  -0.059
49 C 0.194 4.177 -2.131  -0.080
50 C 0.370 2.789 -2.267  -0.059
51 C -0.348 1.880 -1.516  -0.230
52 N -0.038 0.528 -1.588  0.121
53 C 0.267 -0.079 -2.674  -0.369
54 N 1.070 -1.199 -2.659  -0.135
55 C 1.894 -1.533 -1.502  -0.072
56 C 1.005 -2.227 -3.684  -0.064
57 N -0.216 0.270 -3.934  -0.169
58 C -1.474 0.978 -4.034  -0.053
59 C 0.717 0.524 -5.015  -0.072
60 C -1.296 2.372 -0.540  -0.036
61 N -3.152 -1.892 0.412  -0.132
62 C -4.274 -2.747 0.074  -0.068
63 C -1.978 -2.540 0.990  -0.066
64 H -6.373 -0.588 0.314  0.084
65 H -5.770 0.871 1.122  0.085
66 H -5.186 -0.720 1.616  0.090
67 H -5.259 0.942 -1.833  0.091
68 H -3.521 1.217 -1.635  0.073
69 H -4.659 2.059 -0.584  0.088
70 H -3.393 1.449 1.990  0.113
71 H -3.585 3.916 2.238  0.100
72 H -2.356 5.404 0.699  0.104
73 H -0.816 5.735 -1.081  0.103
74 H 0.778 4.851 -2.746  0.102
75 H 1.127 2.410 -2.947  0.102
76 H 1.582 -0.921 -0.615  0.016
77 H 2.958 -1.374 -1.706  0.085
78 H 1.749 -2.584 -1.253  0.064
79 H 0.208 -2.019 -4.390  0.082
80 H 0.809 -3.194 -3.212  0.083
81 H 1.949 -2.313 -4.232  0.087
82 H -2.097 0.731 -3.178  0.077
83 H -1.990 0.659 -4.942  0.090
84 H -1.349 2.064 -4.065  0.086
85 H 1.692 0.107 -4.776  0.085
86 H 0.834 1.602 -5.177  0.084
87 H 0.372 0.077 -5.951  0.087
88 H -4.936 -2.249 -0.630  0.081
89 H -4.852 -3.038 0.957  0.087
90 H -3.897 -3.659 -0.392  0.083
91 H -1.089 -1.922 0.707  0.008
92 H -1.874 -3.539 0.564  0.073
93 H -2.034 -2.623 2.076  0.089


An isolated molecule of C14H28O2S, computed with wB97M-V/def2-TZVPD.

Properties
* ΔE to the lowest compared entry with this formula, charge and spin: 0.0 kcal/mol
* molecular weight: 260.44 g mol⁻¹
* Kohn-Sham gap: 0.37181 Eh
* structure (SMILES): CCSC(=O)CCCCCCCCCCCO

Each line ends with the Löwdin charge.
Atoms and positions in Å:
1 C 0.246 1.713 -3.534  -0.153
2 C 0.644 1.047 -2.233  -0.493
3 S -0.777 0.206 -1.454  0.967
4 C -1.586 1.580 -0.669  -0.725
5 O -1.107 2.679 -0.700  0.039
6 C -2.879 1.179 -0.018  -0.195
7 C -3.033 1.794 1.377  -0.192
8 C -1.929 1.377 2.350  -0.210
9 C -1.919 -0.121 2.653  -0.202
10 C -0.795 -0.538 3.613  -0.204
11 C 0.423 -1.137 2.906  -0.212
12 C 1.185 -0.127 2.052  -0.216
13 C 2.400 -0.727 1.344  -0.205
14 C 2.007 -1.735 0.264  -0.224
15 C 3.148 -2.001 -0.717  -0.191
16 C 2.725 -2.914 -1.872  -0.274
17 O 1.792 -2.314 -2.739  -0.076
18 H -0.503 2.482 -3.354  0.068
19 H 1.118 2.179 -3.985  0.075
20 H -0.158 0.981 -4.230  0.070
21 H 1.393 0.273 -2.396  0.053
22 H 1.000 1.775 -1.503  0.078
23 H -2.950 0.092 0.012  0.089
24 H -3.684 1.550 -0.660  0.129
25 H -4.006 1.502 1.778  0.114
26 H -3.018 2.881 1.277  0.114
27 H -0.966 1.687 1.944  0.099
28 H -2.076 1.922 3.286  0.117
29 H -1.815 -0.689 1.728  0.100
30 H -2.886 -0.382 3.090  0.113
31 H -0.483 0.321 4.210  0.110
32 H -1.180 -1.291 4.305  0.105
33 H 0.090 -1.967 2.281  0.107
34 H 1.103 -1.542 3.660  0.114
35 H 0.519 0.283 1.293  0.077
36 H 1.515 0.696 2.691  0.119
37 H 3.061 -1.201 2.072  0.115
38 H 2.958 0.087 0.875  0.111
39 H 1.147 -1.336 -0.279  0.055
40 H 1.704 -2.678 0.724  0.117
41 H 3.985 -2.467 -0.193  0.116
42 H 3.498 -1.055 -1.136  0.113
43 H 3.591 -3.143 -2.497  0.116
44 H 2.327 -3.858 -1.473  0.118
45 H 0.970 -2.166 -2.257  0.056